# 1
C31H36N5O2SSiZn | the ωB97M-V functional and the def2-TZVPD basis

Positions of all 77 atoms, in Å:
1 Zn 0.072 0.278 -0.035
2 C 4.000 1.314 -1.287
3 Si 2.859 -0.218 -1.387
4 C 1.584 0.066 -2.783
5 C 3.885 -1.783 -1.752
6 N 1.817 -0.357 -0.004
7 C 2.261 -0.457 1.293
8 C 3.605 -0.560 1.662
9 C 3.994 -0.602 2.986
10 C 3.054 -0.558 4.000
11 C 1.710 -0.512 3.671
12 C 1.329 -0.466 2.348
13 O -0.021 -0.500 1.959
14 C -1.001 -0.114 2.847
15 C -2.071 -0.984 3.041
16 C -3.140 -0.594 3.834
17 C -3.140 0.654 4.434
18 C -2.068 1.512 4.244
19 C -0.998 1.136 3.454
20 H 4.570 1.450 -2.200
21 H 4.709 1.224 -0.472
22 H 3.430 2.222 -1.112
23 H 2.053 0.041 -3.759
24 H 1.099 1.035 -2.680
25 H 0.813 -0.701 -2.772
26 H 4.352 -1.702 -2.729
27 H 3.279 -2.684 -1.751
28 H 4.679 -1.926 -1.027
29 H 4.349 -0.605 0.886
30 H 5.044 -0.676 3.227
31 H 3.356 -0.580 5.034
32 H 0.960 -0.527 4.448
33 H -2.052 -1.961 2.578
34 H -3.962 -1.275 3.992
35 H -3.970 0.954 5.053
36 H -2.059 2.479 4.722
37 H -0.155 1.791 3.293
38 C -1.121 5.714 -0.930
39 N -0.423 4.538 -0.478
40 C 0.544 4.511 0.593
41 C 0.692 3.004 0.831
42 O 1.374 2.461 1.654
43 N -0.118 2.363 -0.076
44 C -0.742 3.281 -0.804
45 N -1.643 2.966 -1.740
46 H -0.774 6.569 -0.356
47 H -2.198 5.597 -0.785
48 H -0.921 5.912 -1.985
49 H 0.186 5.029 1.487
50 H 1.507 4.938 0.297
51 H -1.699 1.990 -1.985
52 H -1.912 3.642 -2.433
53 N -1.872 -0.198 -0.242
54 S -3.169 -0.048 -1.160
55 C -4.209 -1.471 -0.720
56 C -5.575 -1.415 -0.937
57 C -6.351 -2.523 -0.638
58 C -5.759 -3.672 -0.135
59 C -4.389 -3.719 0.065
60 C -3.604 -2.616 -0.235
61 C -4.176 1.248 -0.358
62 C -4.610 2.324 -1.115
63 C -5.284 3.362 -0.492
64 C -5.530 3.312 0.871
65 C -5.120 2.216 1.614
66 C -4.428 1.186 1.002
67 H -2.151 -0.425 0.707
68 H -6.029 -0.517 -1.331
69 H -7.416 -2.485 -0.809
70 H -6.368 -4.534 0.090
71 H -3.924 -4.616 0.443
72 H -2.533 -2.647 -0.104
73 H -4.429 2.348 -2.178
74 H -5.628 4.202 -1.076
75 H -6.041 4.128 1.356
76 H -5.341 2.152 2.669
77 H -4.095 0.341 1.585

The total energy comes out at -111405.067 eV. As for the total charge: +1. The calculation puts the HOMO-LUMO gap at 0.253 hartree.

# 2
C38H31N7OSeTeTi | the ωB97M-V functional and the def2-TZVPD basis

Positions of all 80 atoms, in Å:
1 Ti -0.310 0.438 0.809
2 O 1.596 0.707 -0.678
3 C 1.905 0.644 -2.059
4 C 3.234 -0.022 -2.357
5 C 3.363 -1.478 -1.887
6 C 2.156 -2.319 -2.205
7 C 1.883 -2.777 -3.493
8 C 0.743 -3.532 -3.708
9 C -0.084 -3.816 -2.629
10 C 0.269 -3.321 -1.383
11 N 1.356 -2.584 -1.174
12 H 2.182 1.282 -0.140
13 H 1.881 1.645 -2.504
14 H 1.084 0.070 -2.501
15 H 4.044 0.563 -1.910
16 H 3.375 0.041 -3.442
17 H 3.495 -1.525 -0.808
18 H 4.254 -1.910 -2.349
19 H 2.561 -2.539 -4.303
20 H 0.508 -3.899 -4.699
21 H -0.980 -4.412 -2.743
22 H -0.339 -3.511 -0.503
23 Se 0.343 5.456 -4.731
24 N -0.421 3.823 -4.670
25 C -0.419 3.454 -3.427
26 C -0.921 2.147 -2.978
27 C -1.394 1.165 -3.844
28 C -1.762 -0.063 -3.329
29 C -1.608 -0.298 -1.966
30 N -1.154 0.637 -1.140
31 C -0.862 1.852 -1.625
32 C -0.369 2.852 -0.628
33 N -0.464 2.451 0.646
34 C 0.213 3.209 1.703
35 C 0.752 4.523 1.253
36 C 0.736 4.915 -0.022
37 C 0.179 4.038 -1.047
38 C 0.162 4.380 -2.445
39 N 0.620 5.500 -2.956
40 H -1.454 1.378 -4.903
41 H -2.134 -0.856 -3.963
42 H -1.847 -1.252 -1.514
43 H -0.439 3.312 2.569
44 H 1.176 5.163 2.018
45 H 1.140 5.872 -0.325
46 C 3.620 -3.284 2.981
47 C 3.714 -2.169 2.157
48 C 2.576 -1.561 1.655
49 C 1.304 -2.042 1.977
50 C 1.212 -3.163 2.807
51 C 2.359 -3.773 3.295
52 N 0.174 -1.379 1.482
53 N -0.927 -2.251 1.488
54 C -2.098 -1.702 1.334
55 C -3.152 -2.634 0.921
56 C -4.240 -2.195 0.267
57 C -4.442 -0.775 0.037
58 C -3.614 0.114 0.624
59 C -2.458 -0.273 1.406
60 H 4.510 -3.761 3.372
61 H 4.685 -1.765 1.896
62 H 2.659 -0.707 0.999
63 H 0.236 -3.549 3.058
64 H 2.259 -4.639 3.939
65 H -2.968 -3.687 1.095
66 H -4.983 -2.903 -0.084
67 H -5.285 -0.432 -0.549
68 H -3.827 1.171 0.510
69 C -1.760 1.863 5.098
70 C -2.512 2.437 4.075
71 C -2.714 1.769 2.885
72 C -2.175 0.486 2.665
73 C -1.433 -0.080 3.711
74 C -1.230 0.601 4.905
75 H -1.589 2.397 6.023
76 H -2.939 3.425 4.206
77 H -3.289 2.255 2.109
78 H -1.013 -1.069 3.586
79 H -0.626 0.137 5.674
80 Te 1.716 1.737 2.385

As for the spin multiplicity: 2. The total energy comes out at -148144.275 eV. As for the total charge: -1. The calculation puts the HOMO-LUMO gap (alpha / beta) at 0.200 / 0.200 hartree.

# 3
C18H22F6N3O15 | the ωB97M-V functional and the def2-TZVPD basis

Positions of all 64 atoms, in Å:
1 N 4.244 1.097 -0.932
2 C 4.438 0.541 0.317
3 N 5.306 -0.455 0.524
4 N 3.711 0.977 1.330
5 C 3.311 2.402 1.364
6 O 3.983 3.161 2.007
7 C 2.000 2.904 0.665
8 F 2.174 3.020 -0.647
9 F 1.779 4.120 1.155
10 C 0.741 2.067 0.972
11 F 0.447 2.181 2.270
12 F -0.296 2.543 0.279
13 C 0.855 0.550 0.651
14 F 1.686 0.348 -0.367
15 F 1.321 -0.080 1.745
16 C -0.511 -0.101 0.290
17 O -0.777 -0.351 -0.863
18 O -1.308 -0.410 1.305
19 H 5.131 1.159 -1.424
20 H 3.675 0.472 -1.498
21 H 6.137 -0.536 -0.032
22 H 5.068 -1.159 1.205
23 H 4.067 0.680 2.232
24 H -0.972 -0.054 2.138
25 C 0.710 -2.793 -2.465
26 C 0.047 -4.016 -1.873
27 O 0.826 -5.082 -2.428
28 C 2.039 -4.592 -2.762
29 O 2.973 -5.260 -3.061
30 O 2.055 -3.242 -2.672
31 H 0.689 -1.945 -1.791
32 H 0.287 -2.500 -3.428
33 H 0.139 -4.055 -0.785
34 H -1.000 -4.114 -2.145
35 C -2.762 5.544 -0.646
36 C -3.191 4.105 -0.836
37 O -4.602 4.177 -0.628
38 C -5.005 5.452 -0.886
39 O -6.135 5.791 -0.958
40 O -3.932 6.265 -1.040
41 H -1.913 5.823 -1.265
42 H -2.539 5.781 0.396
43 H -3.000 3.739 -1.847
44 H -2.737 3.424 -0.120
45 C -7.637 1.999 0.361
46 C -6.731 2.786 1.277
47 O -6.670 1.952 2.443
48 C -6.951 0.681 2.064
49 O -6.810 -0.273 2.752
50 O -7.398 0.651 0.785
51 H -7.390 2.121 -0.691
52 H -8.692 2.235 0.509
53 H -5.729 2.897 0.876
54 H -7.125 3.768 1.527
55 C 3.804 -6.404 -0.022
56 C 5.150 -5.909 0.457
57 O 4.864 -4.543 0.797
58 C 3.541 -4.439 1.054
59 O 3.021 -3.464 1.499
60 O 2.891 -5.571 0.716
61 H 3.636 -7.455 0.193
62 H 3.651 -6.226 -1.084
63 H 5.500 -6.432 1.348
64 H 5.919 -5.955 -0.309

The total energy comes out at -70503.698 eV. As for the total charge: +1. The calculation puts the HOMO-LUMO gap at 0.278 hartree.

# 4
C14H23N8O2Ti | the ωB97M-V functional and the def2-TZVPD basis

Positions of all 48 atoms, in Å:
1 Ti 0.242 -0.558 0.325
2 N -0.714 -2.533 0.027
3 C -1.534 -3.088 1.178
4 C -0.779 -2.989 2.503
5 C -1.263 -1.871 3.422
6 C -1.206 -0.476 2.835
7 N 0.198 -0.092 2.434
8 H -1.260 -2.607 -0.830
9 H 0.056 -3.189 -0.117
10 H -1.777 -4.119 0.925
11 H -2.473 -2.531 1.200
12 H 0.303 -2.914 2.313
13 H -0.871 -3.937 3.032
14 H -0.703 -1.885 4.360
15 H -2.304 -2.053 3.702
16 H -1.589 0.271 3.530
17 H -1.853 -0.383 1.942
18 H 0.875 -0.536 3.055
19 H 0.335 0.910 2.554
20 N 2.887 1.196 1.409
21 C 2.173 1.891 0.514
22 N 2.548 3.116 0.245
23 C 1.827 3.801 -0.650
24 N 2.169 5.028 -0.945
25 N 0.728 3.285 -1.310
26 C 0.380 2.107 -0.944
27 N 1.024 1.306 -0.021
28 C -0.849 1.511 -1.513
29 C -1.590 2.138 -2.490
30 C -2.780 1.546 -2.898
31 C -3.187 0.359 -2.308
32 C -2.367 -0.232 -1.367
33 N -1.195 0.315 -0.983
34 H 3.722 1.656 1.750
35 H 2.909 0.189 1.402
36 H 2.968 5.453 -0.494
37 H 1.644 5.557 -1.626
38 H -1.248 3.081 -2.893
39 H -3.393 2.018 -3.656
40 H -4.122 -0.116 -2.569
41 H -2.661 -1.155 -0.889
42 C 2.173 -1.340 -3.237
43 O 2.503 -1.580 -1.795
44 C 1.706 -1.241 -0.891
45 O 1.966 -1.405 0.346
46 H 2.997 -1.808 -3.761
47 H 2.157 -0.264 -3.378
48 H 1.228 -1.831 -3.442

The total energy comes out at -53999.468 eV. As for the total charge: +3. The calculation puts the HOMO-LUMO gap at 0.274 hartree.

# 5
C6H9NS | the ωB97M-V functional and the def2-TZVPD basis

Positions of all 17 atoms, in Å:
1 C 1.376 0.840 0.282
2 C 1.581 1.402 -0.921
3 C 2.226 0.874 -2.045
4 S 3.293 -0.364 -1.979
5 H 0.996 1.300 1.109
6 H 1.403 -0.259 0.568
7 H 1.214 2.465 -1.095
8 H 2.000 1.403 -2.935
9 C -0.828 -2.438 -1.650
10 N -0.413 -1.621 -2.330
11 H -1.115 -3.242 -0.953
12 C -2.480 -0.145 2.374
13 C -1.417 -0.052 1.555
14 H -2.673 -0.807 3.167
15 H -3.165 0.796 2.396
16 H -1.326 0.754 0.853
17 H -0.673 -0.906 1.603

Its structure (SMILES) is C=CC=S.C#N.C=C. The total energy comes out at -18689.150 eV. The calculation puts the HOMO-LUMO gap at 0.286 hartree.

# 6
C8H10N3O3P3 | the ωB97M-V functional and the def2-TZVPD basis

Positions of all 27 atoms, in Å:
1 N -1.739 0.766 -3.359
2 P -1.203 1.839 -2.301
3 C -0.039 1.065 -1.038
4 C 1.321 0.655 -1.388
5 C 2.259 0.006 -0.409
6 N 3.513 -0.356 -0.885
7 C 4.267 -0.963 0.063
8 C 3.807 -1.168 1.468
9 N 2.610 -0.793 1.986
10 C 1.839 -0.214 0.984
11 C 0.447 0.228 1.359
12 C -0.463 0.829 0.399
13 P -2.187 1.267 1.038
14 P -3.129 -0.697 1.288
15 O -4.189 -0.708 2.334
16 O -3.712 -1.095 -0.243
17 O -1.972 -1.877 1.662
18 H -2.766 0.732 -3.323
19 H -0.440 2.825 -3.003
20 H -2.352 2.409 -1.677
21 H 1.640 0.846 -2.447
22 H 5.288 -1.327 -0.222
23 H 4.519 -1.685 2.169
24 H 0.104 0.042 2.407
25 H -2.004 1.877 2.312
26 H -3.048 -1.695 -0.644
27 H -2.389 -2.721 1.381

Its structure (SMILES) is N=[PH2]c1cc2nccnc2cc1PP(=O)(O)O. The total energy comes out at -46935.956 eV. The calculation puts the HOMO-LUMO gap at 0.274 hartree.

# 7
C2H9N2 | the ωB97M-V functional and the def2-TZVPD basis

Positions of all 13 atoms, in Å:
1 C -3.049 -3.821 -0.091
2 H -2.574 -4.607 0.489
3 H -3.135 -2.897 0.475
4 H -2.416 -3.615 -0.949
5 H -4.036 -4.156 -0.378
6 N 2.049 2.020 1.174
7 C 1.728 2.753 0.143
8 N 1.824 2.398 -1.117
9 H 2.406 1.079 1.103
10 H 2.045 2.526 2.051
11 H 1.436 3.778 0.341
12 H 1.395 2.975 -1.826
13 H 2.328 1.567 -1.416

The total energy comes out at -5193.732 eV. As for the total charge: +1. The calculation puts the HOMO-LUMO gap at 0.398 hartree.